Record 1
The following is a DFT calculation (wB97M-V/def2-TZVPD) of 3 unconnected molecules or ions with the total composition CH9N2O2.

Bonds (Å) are listed after each position.
Positions of all 14 atoms, in Å:
1 N -1.171 0.896 0.308  C2 1.308, H4 1.022, H5 1.008
2 C -1.135 0.702 -0.985  N1 1.308, N3 1.311, H6 1.082
3 N -0.494 -0.276 -1.578  C2 1.311, H7 1.013, H8 1.007
4 H -0.592 0.529 1.066  N1 1.022
5 H -1.671 1.746 0.513  N1 1.008
6 H -1.537 1.437 -1.670  C2 1.082
7 H -0.759 -0.515 -2.526  N3 1.013
8 H 0.086 -0.934 -1.084  N3 1.007
9 H 2.125 -2.501 -1.339  O11 0.971
10 H 2.121 -2.051 0.141  O11 0.971
11 O 1.539 -2.325 -0.585  H9 0.971, H10 0.971
12 H 1.256 1.867 2.349  O14 0.969
13 H 0.516 0.868 3.250  O14 0.945
14 O 0.564 1.188 2.362  H12 0.969, H13 0.945

Its net charge is +1. For the LUMO energy, the calculation gives -3.2 eV. The calculation puts the HOMO-LUMO gap at 0.4506 Eh. The energy above the lowest of the compared OMol25 structures with the same formula, charge and spin is 12.4 kcal per mole.

Atomic partial charges in e from the Löwdin method, atoms 1 to 8:
1. N 0.19
2. C -0.17
3. N 0.19
4. H 0.10
5. H 0.13
6. H 0.16
7. H 0.14
8. H 0.08

=====

Record 2
The following is a DFT calculation (wB97M-V/def2-TZVPD) of 2 unconnected molecules or ions with the total composition C2H9N2S.

Bonds (Å) are listed after each position.
Positions of all 14 atoms, in Å:
1 C 2.129 1.539 -2.016  S2 1.894, H3 1.127, H4 1.126, H5 1.071
2 S 1.378 -0.052 -2.716  C1 1.894
3 H 3.191 1.477 -1.642  C1 1.127
4 H 2.183 2.232 -2.901  C1 1.126
5 H 1.390 1.834 -1.299  C1 1.071
6 N -0.237 0.114 1.147  C7 1.407, H9 0.937, H10 1.019
7 C -1.188 -0.743 1.731  N6 1.407, N8 1.492, H11 1.248, H12 1.091
8 N -2.074 -1.711 1.019  C7 1.492, H13 1.026, H14 1.090
9 H 0.430 -0.330 0.660  N6 0.937
10 H -0.561 0.868 0.542  N6 1.019
11 H -0.450 -1.555 2.325  C7 1.248
12 H -1.848 -0.223 2.426  C7 1.091
13 H -2.849 -1.277 0.506  N8 1.026
14 H -1.495 -2.173 0.218  N8 1.090

Its net charge is -1. For the LUMO energy, the calculation gives 3.8 eV. The calculation puts the HOMO-LUMO gap at 0.2257 Eh. The energy above the lowest of the compared OMol25 structures with the same formula, charge and spin is 34.9 kcal per mole.

Atomic partial charges in e from the Löwdin method, atoms 1 to 8:
1. C -0.71
2. S -0.14
3. H -0.01
4. H -0.02
5. H -0.07
6. N 0.01
7. C -0.42
8. N -0.06

=====

| no. | largest force on an atom (eV/A) |
| --- | --- |
| 1 | 1.7 |
| 2 | 4.3 |